{"formula": "H32O16", "method": "ωB97M-V/def2-TZVPD", "symbols": ["O", "H", "H", "O", "H", "H", "O", "H", "H", "O", "H", "H", "O", "H", "H", "O", "H", "H", "O", "H", "H", "O", "H", "H", "O", "H", "H", "O", "H", "H", "O", "H", "H", "O", "H", "H", "O", "H", "H", "O", "H", "H", "O", "H", "H", "O", "H", "H"], "positions_angstrom": [[0.31, -0.01, -0.19], [0.37, -0.96, -0.05], [-0.58, 0.28, 0.06], [-3.98, 1.81, 0.35], [-3.24, 1.61, -0.18], [-4.53, 1.09, 0.02], [2.91, 1.39, -2.22], [2.34, 1.40, -2.97], [2.42, 1.66, -1.44], [2.69, -1.61, 1.81], [2.79, -1.26, 0.93], [3.22, -2.42, 1.71], [-2.28, 0.23, -1.18], [-1.77, 0.93, -1.60], [-2.56, -0.36, -1.90], [0.99, 1.80, 2.56], [0.16, 1.34, 2.48], [0.81, 2.56, 2.06], [2.33, -3.58, -0.65], [2.85, -2.77, -0.55], [1.40, -3.39, -0.51], [0.07, -1.46, 2.45], [-0.39, -1.08, 3.18], [1.02, -1.23, 2.57], [-0.07, 1.31, -2.40], [-0.41, 0.58, -2.92], [0.04, 0.95, -1.54], [-1.65, 1.53, 2.53], [-1.55, 2.29, 3.12], [-2.48, 1.12, 2.89], [-1.25, 2.61, 0.11], [-1.05, 3.56, 0.06], [-1.52, 2.55, 1.03], [3.42, -1.18, -0.61], [2.84, -0.72, -1.21], [4.24, -1.38, -1.07], [-3.05, -1.19, 1.07], [-2.53, -0.86, 0.33], [-3.91, -1.26, 0.73], [-0.03, -2.72, -0.05], [-0.90, -2.87, -0.29], [-0.06, -2.52, 0.88], [1.77, 3.23, -0.20], [1.00, 2.71, -0.06], [1.45, 3.81, -0.90], [-0.60, -2.91, -2.75], [-1.25, -2.20, -2.92], [0.18, -2.41, -2.58]], "de_lowest_kcal_mol": 120.3, "charge": 0, "e_lumo_ev": -0.56, "homo_energy_ha": -0.36843}

{"formula": "C23H44N8OP", "method": "ωB97M-V/def2-TZVPD", "symbols": ["C", "C", "C", "C", "C", "C", "C", "O", "P", "H", "H", "H", "H", "H", "H", "H", "H", "H", "H", "H", "H", "H", "H", "H", "H", "H", "H", "H", "H", "C", "C", "N", "H", "H", "H", "C", "C", "N", "H", "H", "H", "C", "C", "N", "H", "H", "H", "C", "C", "N", "H", "H", "H", "C", "C", "N", "H", "H", "H", "C", "C", "N", "H", "H", "H", "C", "C", "N", "H", "H", "H", "C", "C", "N", "H", "H", "H"], "positions_angstrom": [[2.88, -2.31, 2.28], [2.82, -0.77, 2.32], [4.16, -0.22, 1.73], [1.61, -0.27, 1.50], [0.62, 0.75, 2.15], [0.79, 0.99, 3.65], [-0.88, 0.46, 1.88], [-1.52, -0.34, 2.82], [-1.26, -2.09, 2.67], [2.66, -2.69, 1.28], [2.16, -2.71, 2.98], [3.86, -2.66, 2.61], [2.81, -0.50, 3.37], [4.65, 0.40, 2.48], [4.84, -1.02, 1.48], [3.99, 0.38, 0.84], [1.06, -1.13, 1.13], [2.02, 0.21, 0.60], [0.79, 1.71, 1.65], [-0.15, 1.32, 4.09], [1.10, 0.11, 4.21], [1.51, 1.80, 3.82], [-1.03, 0.13, 0.85], [-1.37, 1.45, 1.95], [-1.59, -2.22, 4.11], [-2.71, -2.28, 2.41], [-0.98, -2.02, 1.25], [0.14, -1.97, 3.05], [-1.09, -3.53, 2.60], [1.53, -0.84, -2.84], [1.02, -1.70, -1.77], [0.61, -2.38, -0.94], [2.57, -0.61, -2.66], [1.43, -1.37, -3.79], [0.96, 0.08, -2.87], [-3.82, -5.07, 0.54], [-2.67, -5.70, 1.18], [-1.75, -6.13, 1.70], [-4.40, -5.83, 0.00], [-4.45, -4.60, 1.29], [-3.48, -4.31, -0.16], [-5.11, 0.51, 3.74], [-5.50, -0.47, 2.73], [-5.78, -1.25, 1.94], [-4.04, 0.69, 3.66], [-5.65, 1.44, 3.57], [-5.35, 0.13, 4.73], [1.51, -4.84, -5.57], [1.67, -3.40, -5.71], [1.78, -2.27, -5.83], [0.73, -5.05, -4.84], [1.25, -5.28, -6.53], [2.45, -5.28, -5.22], [1.91, 2.51, -5.18], [2.46, 2.42, -3.83], [2.88, 2.33, -2.77], [0.93, 2.99, -5.16], [2.58, 3.10, -5.80], [1.81, 1.51, -5.60], [-9.06, 2.93, 4.83], [-7.89, 2.35, 5.48], [-6.96, 1.89, 5.98], [-9.63, 2.14, 4.34], [-9.69, 3.41, 5.57], [-8.74, 3.66, 4.09], [5.86, 2.96, 0.27], [7.31, 3.02, 0.44], [8.45, 3.07, 0.56], [5.45, 3.96, 0.20], [5.62, 2.41, -0.64], [5.41, 2.45, 1.11], [0.81, 5.85, -8.37], [0.32, 5.02, -7.27], [-0.07, 4.37, -6.42], [1.85, 6.10, -8.20], [0.71, 5.32, -9.31], [0.23, 6.77, -8.41]], "charge": -1, "e_lumo_ev": 1.46, "homo_energy_ha": -0.09681}

{"formula": "C5H11NO", "method": "ωB97M-V/def2-TZVPD", "symbols": ["C", "O", "C", "C", "N", "C", "C", "H", "H", "H", "H", "H", "H", "H", "H", "H", "H", "H"], "positions_angstrom": [[-1.91, -0.59, -1.83], [-0.77, 0.03, -1.72], [-0.26, 0.44, -0.60], [-0.36, -0.22, 0.75], [0.95, 0.39, 1.06], [1.93, -0.47, 1.67], [1.19, 0.77, -0.35], [-2.37, -1.03, -0.96], [-2.20, -0.83, -2.85], [-2.65, 1.30, -0.90], [-2.06, 1.64, -0.54], [-1.17, 0.06, 1.43], [-0.33, -1.32, 0.66], [2.11, -1.40, 1.10], [1.60, -0.74, 2.68], [2.88, 0.07, 1.76], [1.89, 0.09, -0.88], [1.52, 1.81, -0.49]], "de_lowest_kcal_mol": 144.4, "charge": 0, "e_lumo_ev": [0.95, 0.93], "homo_energy_ha": [-0.27518, -0.26998]}

{"formula": "C5H9N3O4", "method": "ωB97M-V/def2-TZVPD", "symbols": ["C", "C", "C", "C", "C", "N", "N", "N", "O", "O", "O", "O", "H", "H", "H", "H", "H", "H", "H", "H", "H"], "positions_angstrom": [[-0.83, 1.65, -0.86], [-3.52, -0.36, -0.02], [0.05, -0.72, 0.83], [1.62, -1.29, -1.08], [0.62, -0.30, -0.47], [0.20, 0.71, -1.06], [-2.99, 0.64, -0.51], [-3.36, -0.82, 1.30], [-3.35, 1.10, -1.78], [-2.91, -1.93, 1.46], [-1.94, 1.39, 0.02], [-3.88, -0.22, 2.21], [-1.25, 1.84, -1.90], [-0.39, 2.63, -0.55], [-0.27, 0.23, 1.53], [-0.94, -1.20, 0.52], [0.59, -1.41, 1.58], [1.33, -2.24, -0.68], [2.56, -1.19, -0.58], [1.76, -1.15, -2.13], [-4.16, 0.66, -2.09]], "de_lowest_kcal_mol": 188.7, "charge": 0, "e_lumo_ev": 0.06, "homo_energy_ha": -0.34727}

{"formula": "C3H5NO2", "method": "ωB97M-V/def2-TZVPD", "symbols": ["N", "C", "O", "C", "C", "O", "H", "H", "H", "H", "H"], "positions_angstrom": [[-0.99, 0.87, -1.30], [-0.05, 1.44, -0.69], [0.66, 1.01, 0.39], [0.23, -0.20, 0.97], [0.32, -1.40, 0.03], [-0.34, -2.40, 0.19], [-1.22, -0.05, -0.92], [0.30, 2.43, -0.99], [-0.79, -0.12, 1.37], [0.91, -0.39, 1.81], [1.06, -1.31, -0.79]], "de_lowest_kcal_mol": 41.3, "charge": 0, "e_lumo_ev": 0.71, "homo_energy_ha": -0.37977, "smiles": "[H]/N=C\\OCC=O"}

{"formula": "C4H11N2", "method": "ωB97M-V/def2-TZVPD", "symbols": ["C", "C", "C", "C", "N", "N", "H", "H", "H", "H", "H", "H", "H", "H", "H", "H", "H"], "positions_angstrom": [[-1.33, -1.26, -0.39], [2.61, -0.41, 0.32], [-2.26, 1.01, 0.11], [2.53, 0.66, -0.49], [-0.29, -0.41, 0.32], [-1.29, 0.19, -0.53], [-1.03, -1.57, -1.34], [-1.91, -1.95, 0.15], [0.61, -0.35, -0.10], [2.86, -1.29, -0.21], [2.30, -0.26, 1.33], [-1.98, 2.01, -0.01], [-3.31, 0.79, -0.41], [-2.30, 0.77, 1.25], [2.95, 0.73, -1.49], [2.19, 1.59, 0.07], [-0.34, -0.27, 1.42]], "de_lowest_kcal_mol": 123.6, "charge": 1, "e_lumo_ev": -3.36, "homo_energy_ha": -0.53114}